{
  "formula": "C3H7O3",
  "method": "the ωB97M-V functional and the def2-TZVPD basis",
  "lumo_energy_ev": 3.9585,
  "homo_lumo_gap_ev": 7.8,
  "mol_weight_g_mol": 91.09,
  "relative_energy_kcal_mol": 42.5,
  "total_charge": -1,
  "species": ["C", "O", "H", "H", "H", "H", "C", "C", "O", "O", "H", "H", "H"],
  "xyz": [[0.5002, 2.2672, -0.1036], [-0.1772, 3.0655, 0.7236], [-0.6912, 2.4630, 1.3720], [1.3301, 2.8490, -0.5142], [-0.1798, 2.1632, -0.9590], [0.6575, 1.3525, 0.3408], [0.2319, -2.3032, -0.5057], [-0.7752, -1.5297, 0.4187], [-0.3673, -0.4726, 0.9081], [-1.7437, -2.2938, 0.6405], [0.5087, -1.6506, -1.3343], [-0.2947, -3.1063, -0.9778], [1.0009, -2.8041, -0.0092]],
  "lowdin_charge": [-0.2496, -0.1448, 0.1340, 0.0775, 0.0794, 0.0238, -0.0593, -0.7782, -0.0804, -0.1103, 0.0490, 0.0326, 0.0263]
}

***

{
  "formula": "C5H6N",
  "method": "the ωB97M-V functional and the def2-TZVPD basis",
  "lumo_energy_ev": [-5.7631, -5.6579],
  "homo_lumo_gap_ev": [8.3, 8.2],
  "mol_weight_g_mol": 80.11,
  "relative_energy_kcal_mol": 149.7,
  "total_charge": 1,
  "species": ["C", "C", "C", "C", "C", "N", "H", "H", "H", "H", "H", "H"],
  "xyz": [[-0.0011, 1.0550, -2.9602], [-0.0106, -0.6466, -0.9486], [-0.0907, 1.2736, -0.4578], [0.0873, 0.5617, -1.7638], [-0.2904, -0.3645, 1.5469], [-0.0816, 0.0665, 0.2186], [-0.0287, 1.8559, -3.6668], [-0.3746, -1.5290, -1.2625], [-0.5269, 2.2483, -0.1388], [0.3519, 0.2055, 2.3432], [-1.3358, -0.0551, 1.8536], [-0.0736, -1.3954, 1.6645]],
  "lowdin_charge": [0.3355, 0.1122, 0.1255, -0.2470, 0.0038, -0.0782, 0.0800, 0.1168, 0.1690, 0.1535, 0.1355, 0.0934]
}

***

{
  "formula": "C44H81I2N4O7",
  "method": "the ωB97M-V functional and the def2-TZVPD basis",
  "lumo_energy_ev": [0.3660, -0.0616],
  "spin_multiplicity": 4,
  "homo_lumo_gap_ev": [8.7, 8.3],
  "mol_weight_g_mol": 1031.96,
  "relative_energy_kcal_mol": 28.1,
  "species": ["C", "O", "C", "C", "C", "C", "C", "C", "I", "C", "C", "I", "N", "C", "O", "C", "C", "C", "C", "C", "C", "O", "C", "O", "H", "H", "H", "H", "H", "H", "H", "H", "H", "H", "H", "H", "H", "H", "H", "H", "H", "H", "H", "H", "H", "H", "H", "H", "H", "H", "H", "C", "C", "C", "C", "C", "C", "N", "O", "C", "C", "C", "H", "H", "H", "H", "H", "H", "H", "H", "H", "H", "H", "H", "H", "H", "H", "H", "H", "H", "C", "C", "C", "C", "C", "C", "N", "O", "C", "C", "C", "H", "H", "H", "H", "H", "H", "H", "H", "H", "H", "H", "H", "H", "H", "H", "H", "H", "H", "C", "C", "C", "C", "C", "C", "N", "O", "C", "C", "C", "H", "H", "H", "H", "H", "H", "H", "H", "H", "H", "H", "H", "H", "H", "H", "H", "H", "H"],
  "xyz": [[-0.9753, -0.7322, 1.6020], [-0.6160, -2.0904, 1.7717], [-0.7781, -2.8513, 0.5886], [0.4794, -3.6624, 0.1841], [1.4580, -3.9910, 1.3490], [2.7818, -3.2450, 1.0944], [3.9021, -3.4646, 2.1529], [5.3864, -3.3984, 1.6181], [6.6733, -5.1157, 1.7670], [5.8975, -2.3097, 1.0810], [5.0665, -1.0443, 0.9135], [7.9052, -2.1373, 0.3748], [3.7302, -4.8219, 2.6759], [4.0217, -4.9869, 4.0145], [3.7936, -5.9144, 4.7026], [4.6522, -3.6353, 4.4104], [3.8964, -2.6336, 3.4727], [2.5607, -2.3929, 4.2132], [1.8008, -1.1038, 3.7619], [1.6701, -0.0400, 4.8978], [2.3645, 1.2563, 4.4430], [3.7777, 1.0952, 4.6359], [4.5227, 1.8462, 3.7959], [4.3860, 1.8727, 2.6363], [-0.9540, -0.2624, 2.5913], [-0.2287, -0.2118, 0.9828], [-1.9857, -0.5976, 1.1951], [-0.9737, -2.1395, -0.2299], [-1.6657, -3.4985, 0.6274], [1.0141, -3.1180, -0.6006], [0.1176, -4.6063, -0.2365], [1.0824, -3.7200, 2.3365], [1.5817, -5.0759, 1.3595], [2.5485, -2.1733, 1.0693], [3.1525, -3.5070, 0.0944], [5.5786, -0.3271, 0.2703], [4.9102, -0.6041, 1.8996], [4.1140, -1.2528, 0.4261], [3.8505, -5.6045, 2.0488], [4.4577, -3.5212, 5.4846], [5.7442, -3.5765, 4.3632], [4.5039, -1.7302, 3.5481], [2.8119, -2.2428, 5.2674], [1.9234, -3.2828, 4.1899], [2.3072, -0.6910, 2.8835], [0.7825, -1.4156, 3.5216], [2.1413, -0.3704, 5.8292], [0.6104, 0.1509, 5.0898], [2.0863, 1.4109, 3.3965], [1.9810, 2.1197, 5.0038], [5.3340, 2.4426, 4.2464], [-5.8644, 3.3801, -1.8943], [-4.7859, 2.3749, -1.4132], [-5.1367, 0.9600, -1.8855], [-6.2909, 0.3259, -1.1137], [-6.0355, 0.3879, 0.3897], [-5.7272, 1.8045, 0.8798], [-4.6517, 2.4558, 0.0737], [-3.5159, 1.9327, 0.4114], [-7.0202, 2.6449, 0.8425], [-5.3589, 1.7583, 2.3643], [-3.5029, 2.8170, -2.1219], [-5.9816, 4.2074, -1.1936], [-5.5898, 3.8288, -2.8494], [-6.8385, 2.9156, -2.0512], [-4.2595, 0.3109, -1.7839], [-5.3785, 0.9799, -2.9511], [-7.2351, 0.8153, -1.3657], [-6.4028, -0.7172, -1.4207], [-6.9055, -0.0047, 0.9222], [-5.2028, -0.2813, 0.6334], [-6.8188, 3.6830, 1.1147], [-7.7437, 2.2531, 1.5591], [-7.5257, 2.6371, -0.1196], [-4.5112, 1.1025, 2.5643], [-6.1972, 1.3760, 2.9474], [-5.1147, 2.7535, 2.7406], [-3.2077, 3.8218, -1.8121], [-3.6601, 2.8293, -3.2006], [-2.6677, 2.1420, -1.9346], [13.7282, 0.5774, 0.2754], [12.5188, 0.4155, -0.6814], [12.7756, 1.1705, -1.9908], [12.6589, 2.6877, -1.8578], [11.3269, 3.0713, -1.2174], [11.0800, 2.3560, 0.1135], [11.2731, 0.8803, 0.0009], [10.2536, 0.3844, -0.6254], [12.0155, 2.9476, 1.1879], [9.6762, 2.6956, 0.6188], [12.4695, -1.0834, -0.9893], [13.4172, 0.5602, 1.3202], [14.4390, -0.2408, 0.1575], [14.2931, 1.4921, 0.0953], [12.0601, 0.8387, -2.7508], [13.7669, 0.9129, -2.3721], [13.4955, 3.0883, -1.2785], [12.7327, 3.1457, -2.8470], [11.2955, 4.1528, -1.0649], [10.5197, 2.8390, -1.9198], [11.9173, 2.4069, 2.1312], [11.7557, 3.9898, 1.3796], [13.0652, 2.9530, 0.9069], [8.8987, 2.4286, -0.0969], [9.5891, 3.7685, 0.7934], [9.4620, 2.1840, 1.5591], [12.2815, -1.6655, -0.0845], [13.4227, -1.4084, -1.4070], [11.7039, -1.3345, -1.7235], [-12.6006, 1.3311, -4.4095], [-11.0734, 1.0820, -4.3103], [-10.6427, 0.0225, -5.3313], [-11.0511, -1.3993, -4.9506], [-10.5848, -1.7329, -3.5354], [-11.0470, -0.7046, -2.4998], [-10.7182, 0.6923, -2.9118], [-9.4476, 0.8748, -2.7455], [-12.5642, -0.8623, -2.2708], [-10.4313, -1.0428, -1.1402], [-10.4389, 2.4185, -4.7040], [-13.0250, 1.6069, -3.4439], [-12.8242, 2.1568, -5.0854], [-13.1471, 0.4714, -4.7971], [-9.5536, 0.0456, -5.4452], [-11.0573, 0.2709, -6.3114], [-12.1336, -1.5254, -5.0402], [-10.6075, -2.1056, -5.6561], [-10.9499, -2.7244, -3.2572], [-9.4916, -1.7987, -3.5322], [-12.9387, -0.0928, -1.5931], [-12.7768, -1.8307, -1.8155], [-13.1552, -0.8296, -3.1820], [-9.3417, -1.0764, -1.1718], [-10.7673, -2.0260, -0.8096], [-10.7270, -0.3150, -0.3821], [-10.7122, 3.2071, -3.9997], [-10.7847, 2.7164, -5.6940], [-9.3514, 2.3665, -4.7546]],
  "lowdin_spin": [0.0002, 0.0001, 0.0000, 0.0000, 0.0000, 0.0000, 0.0000, 0.0001, 0.0000, 0.0005, 0.0000, 0.0005, 0.0000, 0.0000, 0.0000, 0.0000, 0.0000, 0.0000, 0.0000, 0.0000, 0.0000, 0.0000, 0.0000, 0.0000, 0.0000, 0.0000, 0.0003, 0.0000, 0.0000, 0.0000, 0.0000, 0.0000, 0.0000, 0.0000, 0.0000, 0.0000, 0.0000, 0.0000, 0.0000, 0.0000, 0.0000, 0.0000, 0.0000, 0.0000, 0.0000, 0.0000, 0.0000, 0.0000, 0.0000, 0.0000, 0.0000, 0.0022, 0.0263, 0.0143, 0.0005, 0.0143, 0.0271, 0.3544, 0.5507, 0.0016, -0.0007, -0.0007, 0.0016, -0.0004, -0.0001, 0.0026, 0.0012, -0.0004, 0.0008, 0.0011, 0.0027, 0.0012, -0.0005, 0.0001, -0.0007, -0.0003, 0.0002, 0.0002, -0.0003, -0.0006, 0.0022, 0.0264, 0.0142, 0.0008, 0.0141, 0.0267, 0.3510, 0.5537, 0.0015, -0.0007, -0.0007, 0.0016, -0.0004, 0.0000, 0.0026, 0.0012, 0.0003, 0.0007, 0.0011, 0.0028, 0.0012, -0.0004, 0.0000, -0.0006, -0.0003, 0.0003, 0.0003, -0.0003, -0.0006, 0.0022, 0.0264, 0.0144, 0.0008, 0.0144, 0.0272, 0.3557, 0.5499, 0.0015, -0.0006, -0.0007, 0.0016, -0.0004, 0.0000, 0.0026, 0.0012, 0.0003, 0.0008, 0.0012, 0.0028, 0.0012, -0.0004, 0.0000, -0.0006, -0.0003, 0.0003, 0.0002, -0.0003, -0.0006]
}

***

{
  "formula": "C4H9N",
  "method": "the ωB97M-V functional and the def2-TZVPD basis",
  "lumo_energy_ev": 1.0959,
  "homo_lumo_gap_ev": 9.9,
  "mol_weight_g_mol": 71.12,
  "relative_energy_kcal_mol": 62.2,
  "species": ["C", "C", "H", "H", "H", "H", "C", "C", "N", "H", "H", "H", "H", "H"],
  "xyz": [[-0.5138, -2.3851, 1.5525], [-1.2806, -1.8317, 0.5261], [0.5451, -2.1120, 1.4615], [-1.1438, -2.9187, 2.3112], [-1.1573, -0.8559, -0.0687], [-2.3084, -1.9587, 0.6094], [1.0557, 1.4944, 0.3675], [0.2348, 1.6635, -0.7610], [0.6914, 1.7179, -2.1467], [2.0243, 1.0665, 0.1817], [0.6467, 1.5180, 1.3679], [-0.7896, 2.0234, -0.5400], [1.7001, 1.5544, -2.1207], [0.2954, 1.0239, -2.7407]],
  "lowdin_charge": [-0.0621, -0.0867, 0.0376, 0.0607, 0.0523, -0.0086, -0.0207, -0.2627, 0.0128, 0.0294, 0.0354, 0.0911, 0.0691, 0.0524]
}

***

{
  "formula": "C44H70N4O18",
  "method": "the ωB97M-V functional and the def2-TZVPD basis",
  "lumo_energy_ev": -0.7244,
  "homo_lumo_gap_ev": 9.0,
  "mol_weight_g_mol": 943.05,
  "relative_energy_kcal_mol": 43.8,
  "species": ["C", "C", "C", "C", "C", "C", "N", "O", "O", "H", "H", "H", "H", "H", "C", "C", "C", "C", "C", "C", "N", "O", "O", "H", "H", "H", "H", "H", "C", "C", "C", "C", "C", "C", "N", "O", "O", "H", "H", "H", "H", "H", "C", "C", "C", "C", "C", "C", "N", "O", "O", "H", "H", "H", "H", "H", "C", "O", "C", "C", "O", "C", "H", "H", "H", "H", "H", "H", "H", "H", "H", "H", "C", "O", "C", "C", "O", "C", "H", "H", "H", "H", "H", "H", "H", "H", "H", "H", "C", "O", "C", "C", "O", "C", "H", "H", "H", "H", "H", "H", "H", "H", "H", "H", "C", "O", "C", "C", "O", "C", "H", "H", "H", "H", "H", "H", "H", "H", "H", "H", "C", "O", "C", "C", "O", "C", "H", "H", "H", "H", "H", "H", "H", "H", "H", "H"],
  "xyz": [[7.2125, 0.6663, 2.7837], [6.7146, -0.4590, 2.1233], [7.4777, -1.6122, 1.8974], [8.7981, -1.6404, 2.4231], [9.2305, -0.4871, 3.1362], [8.4959, 0.6455, 3.2886], [9.7025, -2.8007, 2.1969], [9.4122, -3.5503, 1.2865], [10.6946, -2.8386, 2.9165], [6.5419, 1.4958, 2.9528], [5.6843, -0.3851, 1.8078], [7.0580, -2.4644, 1.3835], [10.2551, -0.4917, 3.4777], [8.8751, 1.4577, 3.8911], [-3.3545, 1.0169, -5.7270], [-3.6791, -0.1017, -4.9973], [-4.5446, 0.1202, -3.8939], [-5.0894, 1.4153, -3.5803], [-4.8307, 2.4547, -4.5449], [-3.9492, 2.2506, -5.6391], [-5.9664, 1.6116, -2.3520], [-6.4426, 2.7474, -2.2752], [-6.3104, 0.6906, -1.5961], [-2.4829, 0.9516, -6.3614], [-3.1888, -1.0607, -5.0760], [-4.7877, -0.6696, -3.1986], [-5.2994, 3.4142, -4.3832], [-3.6938, 3.0792, -6.2829], [-1.7453, 5.9494, -1.4194], [-1.5025, 7.1197, -2.1900], [-1.7619, 8.3738, -1.6435], [-2.2059, 8.5063, -0.2965], [-2.4557, 7.3376, 0.4179], [-2.1713, 6.0662, -0.1120], [-2.4892, 9.7799, 0.3021], [-2.0688, 10.7816, -0.2235], [-3.2677, 9.8230, 1.2631], [-1.6184, 4.9721, -1.8613], [-1.0498, 6.9785, -3.1603], [-1.4883, 9.2711, -2.1785], [-2.7589, 7.3553, 1.4544], [-2.3092, 5.1831, 0.4942], [-3.6621, -8.4950, 7.1721], [-4.4375, -7.5324, 6.5602], [-5.2062, -7.7920, 5.4763], [-5.1774, -9.1072, 4.9213], [-4.4428, -10.1386, 5.5333], [-3.5996, -9.7967, 6.6234], [-5.9683, -9.4453, 3.7711], [-6.2897, -8.5556, 2.9926], [-6.2440, -10.6142, 3.5610], [-3.0277, -8.3090, 8.0261], [-4.5644, -6.5291, 6.9393], [-5.7409, -6.9571, 5.0481], [-4.3693, -11.1110, 5.0693], [-2.9481, -10.5552, 7.0317], [4.1139, 10.6517, -8.7551], [3.1766, 9.6145, -8.7211], [3.5935, 8.4267, -8.0524], [2.2990, 7.5599, -7.8795], [2.5163, 6.4049, -7.2160], [3.1875, 6.3988, -5.9941], [4.1860, 11.0842, -7.7571], [3.6334, 11.4682, -9.2940], [5.0975, 10.4407, -9.1747], [4.1920, 8.6460, -7.1682], [4.2680, 7.8824, -8.7134], [1.9506, 7.2768, -8.8727], [1.5047, 8.1781, -7.4613], [3.0965, 5.3586, -5.6816], [2.6694, 7.1482, -5.3957], [4.2275, 6.6781, -6.1631], [-2.5492, -2.5047, 0.6519], [-1.3748, -1.8401, 0.2218], [-1.1699, -0.5029, 0.7092], [0.2004, -0.0940, 0.2907], [0.2377, -0.0912, -1.1572], [1.5524, 0.2341, -1.7094], [-2.8176, -2.3782, 1.7007], [-2.3610, -3.5761, 0.5820], [-3.4231, -2.1560, 0.1017], [-1.3693, -0.3147, 1.7641], [-1.8849, 0.1632, 0.2265], [0.8644, -0.8496, 0.7105], [0.5429, 0.8807, 0.6381], [2.3593, -0.2629, -1.1708], [1.6742, 1.3170, -1.6878], [1.4179, -0.1871, -2.7057], [2.9596, -4.1982, -6.2523], [4.2304, -3.6838, -6.0668], [5.2586, -4.5558, -6.5461], [6.5914, -4.0348, -6.2358], [6.8853, -4.2147, -4.8402], [7.4639, -5.5623, -4.7543], [2.7483, -4.9084, -5.4529], [2.8550, -4.7322, -7.1968], [2.2571, -3.3688, -6.1704], [5.1806, -4.6353, -7.6304], [5.0763, -5.5200, -6.0715], [6.5967, -2.9464, -6.2953], [7.3777, -4.3354, -6.9282], [6.7949, -6.3765, -5.0328], [7.5304, -5.6872, -3.6736], [8.4594, -5.6338, -5.1924], [-5.3482, -0.3962, 6.1764], [-6.1096, -1.3646, 5.5422], [-7.1940, -0.8913, 4.7085], [-7.9899, -1.9606, 4.0023], [-8.5123, -2.9097, 4.9135], [-9.2620, -3.8966, 4.3201], [-4.9926, 0.4828, 5.6389], [-4.4054, -0.8392, 6.4973], [-5.8758, 0.0100, 7.0394], [-6.8002, -0.2989, 3.8826], [-7.9056, -0.2615, 5.2426], [-7.3437, -2.5357, 3.3391], [-8.8058, -1.5093, 3.4376], [-8.6248, -4.5004, 3.6740], [-10.1689, -3.6373, 3.7738], [-9.4522, -4.4510, 5.2391], [1.2040, 1.7932, 5.5130], [2.6034, 1.3822, 5.5988], [2.7389, 0.4803, 6.6970], [2.3619, -1.0435, 6.2191], [1.0516, -1.1845, 5.7356], [0.7861, -2.5481, 5.4571], [0.9758, 2.3991, 6.3899], [0.4293, 1.0369, 5.3873], [1.1067, 2.3779, 4.5983], [2.1767, 0.8008, 7.5741], [3.7910, 0.5987, 6.9561], [2.5189, -1.7708, 7.0157], [3.0776, -1.3559, 5.4587], [0.7049, -3.0616, 6.4151], [1.6003, -2.9022, 4.8249], [-0.1765, -2.7206, 4.9757]],
  "lowdin_charge": [-0.0725, -0.0712, 0.0086, -0.1071, -0.0214, -0.0861, -0.3510, 0.0853, 0.0701, 0.1068, 0.1011, 0.1124, 0.1132, 0.1117, -0.1155, -0.0555, 0.0065, -0.0914, 0.0062, -0.0640, -0.3244, 0.0506, 0.0566, 0.1072, 0.1085, 0.1035, 0.1035, 0.1073, -0.0690, -0.0579, 0.0056, -0.1464, 0.0023, -0.0682, -0.3569, 0.0888, 0.0647, 0.1023, 0.1010, 0.1121, 0.1163, 0.1053, -0.0626, -0.0989, -0.0004, -0.1371, 0.0142, -0.0472, -0.3629, 0.0724, 0.0725, 0.1036, 0.1120, 0.1195, 0.1144, 0.1003, -0.1270, -0.1944, -0.1875, -0.2281, -0.1944, -0.0934, 0.0841, 0.0872, 0.0893, 0.1105, 0.1249, 0.1313, 0.1229, 0.0972, 0.0959, 0.0816, -0.1080, -0.1750, -0.2101, -0.2116, -0.2045, -0.0728, 0.0767, 0.0879, 0.0830, 0.1224, 0.1214, 0.1222, 0.1232, 0.0803, 0.0794, 0.0867, -0.1360, -0.1757, -0.2186, -0.2289, -0.1670, -0.0912, 0.0866, 0.0848, 0.0904, 0.1289, 0.1209, 0.1319, 0.1255, 0.0773, 0.0842, 0.0869, -0.1493, -0.1632, -0.1793, -0.2080, -0.1862, -0.1414, 0.0812, 0.0850, 0.0857, 0.1226, 0.1262, 0.1249, 0.1298, 0.0859, 0.0895, 0.0967, -0.0926, -0.1933, -0.1608, -0.1861, -0.2158, -0.0981, 0.0834, 0.0735, 0.0809, 0.1099, 0.1147, 0.1092, 0.1114, 0.0870, 0.0889, 0.0874]
}

***

{
  "formula": "C4H14N3",
  "method": "the ωB97M-V functional and the def2-TZVPD basis",
  "lumo_energy_ev": [0.3570, 0.2219],
  "spin_multiplicity": 2,
  "homo_lumo_gap_ev": [2.4, 8.0],
  "mol_weight_g_mol": 104.18,
  "relative_energy_kcal_mol": 62.9,
  "species": ["C", "N", "C", "N", "H", "H", "H", "H", "H", "H", "C", "N", "C", "H", "H", "H", "H", "H", "H", "H", "H"],
  "xyz": [[2.3179, 0.6843, 0.3266], [1.3206, -0.3404, 0.6232], [0.8050, -0.4703, 1.9043], [0.1068, -1.4948, 2.2615], [1.9857, 1.3276, -0.5251], [2.4578, 1.3273, 1.2330], [3.2930, 0.2271, 0.0564], [1.4983, -1.2533, 0.2335], [1.0220, 0.4091, 2.5534], [-0.1237, -1.4166, 3.2655], [-1.0231, -0.4666, -2.1776], [-0.8420, 0.4015, -0.9827], [-2.0254, 0.4079, -0.0650], [-0.1435, -0.3723, -2.8525], [-1.1569, -1.4943, -1.8423], [-1.8935, -0.1576, -2.7457], [-0.6920, 1.3718, -1.2943], [0.0019, 0.0887, -0.4212], [-2.9660, 0.6177, -0.6459], [-1.8598, 1.1929, 0.6815], [-2.0830, -0.5896, 0.4134]],
  "lowdin_spin": [0.0314, 0.0745, 0.2835, 0.2225, 0.0123, 0.0185, -0.0001, 0.0136, 0.0719, 0.0077, 0.0484, 0.0243, 0.0430, 0.0130, 0.0148, 0.0069, 0.0192, 0.0252, 0.0050, 0.0506, 0.0138]
}